(1)
23
Properties=species:S:1:pos:R:3:lowdin_charge:R:1 method="wB97M-V/def2-TZVPD" relative_energy_kcal_mol=37.7 lumo_ev=-2.803 smiles=CC(Cl)(Cl)C[N+](C)(C)C orbital_gap_ev=11.9 charge=+1 spin_multiplicity=1 e_homo_ev=-14.75
C -2.42072 0.00953 1.71607 -0.18
C -1.69161 0.18822 0.40581 -1.08
Cl -1.94632 2.02054 0.07112 0.64
Cl -2.29734 -0.90966 -0.85057 0.75
C -0.12165 -0.06112 0.70294 -0.13
N 0.88466 -0.01667 -0.48883 -0.40
C 0.62888 1.09062 -1.41224 -0.02
C 2.17735 0.14610 0.19535 0.00
C 0.78426 -1.29071 -1.20317 -0.03
H -3.42956 -0.04101 1.40845 0.06
H -2.17066 -0.92583 2.35571 0.14
H -2.23881 0.78910 2.40698 0.06
H 0.08285 0.69920 1.50870 0.16
H -0.06530 -1.12494 0.96416 0.13
H 0.72814 2.00900 -0.87245 0.09
H 1.36324 0.85576 -2.24578 0.14
H -0.42091 0.94496 -1.71971 0.07
H 2.19330 -0.41449 1.10773 0.11
H 2.95905 -0.36968 -0.34122 0.11
H 2.52916 1.13110 0.29605 0.10
H 1.17993 -2.04339 -0.50699 0.12
H -0.23612 -1.38885 -1.36236 -0.02
H 1.52818 -1.29777 -2.13575 0.18

=====

(2)
27
Properties=species:S:1:pos:R:3:lowdin_charge:R:1 method="wB97M-V/def2-TZVPD" lumo_ev="-10.905 / -12.087" orbital_gap_ev="7.2 / 5.9" s_squared=0.760 charge=+2 spin_multiplicity=2 e_homo_ev="-18.07 / -18.04"
C -0.47181 -3.47904 -1.48583 -0.01
C -0.70022 -2.29577 -0.60169 -0.25
H -1.40215 -3.83393 -1.95956 0.12
H 0.01882 -4.35753 -1.01211 0.13
H 0.13992 -3.07194 -2.30419 0.12
O -1.81964 -1.66254 -0.64946 0.10
Cl 2.50190 -2.08835 -0.55705 0.27
Ti 0.84155 -1.25926 0.63478 0.54
P 0.23817 1.03423 -0.09326 0.81
C -1.23042 2.03923 0.32592 -0.18
C 1.52718 2.31742 0.10751 -0.20
H 0.91828 0.30504 -2.31087 0.06
H 0.16853 1.94937 -2.33129 0.08
H -0.87038 0.47341 -2.18937 0.06
C 0.09679 0.92750 -1.92216 -0.22
H 2.38200 1.86560 0.61916 0.01
H 1.83271 2.70571 -0.87331 0.08
H -1.62055 2.53096 -0.57829 0.09
H -0.93009 2.81896 1.04098 0.07
H 1.13181 3.14215 0.71461 0.07
H -2.01266 1.41605 0.77209 0.03
C -1.50839 -0.95304 1.16993 -0.12
O -2.51374 -0.73650 1.70715 0.22
Cl 2.67351 -0.37210 1.98102 0.21
O 0.13572 -0.15764 3.10316 -0.15
H -0.52944 0.45156 3.46213 0.09
H 1.00261 0.29045 3.23000 -0.02

=====

(3)
22
Properties=species:S:1:pos:R:3:lowdin_charge:R:1 method="wB97M-V/def2-TZVPD" relative_energy_kcal_mol=57.5 lumo_ev="0.819 / 0.468" orbital_gap_ev="9.1 / 7.1" charge=0 spin_multiplicity=1 e_homo_ev="-8.30 / -6.58"
C 1.78675 -1.44026 0.93798 -0.07
C 0.30474 0.07006 2.28455 -0.10
C -1.45118 2.22093 -0.49468 0.04
C -0.87526 -0.37816 -2.45697 -0.13
C 0.86669 -0.20772 0.89277 -0.46
C -0.22224 -0.39082 -0.12578 -0.71
N 0.14869 -0.51371 -1.44933 -0.11
Cl -1.55906 -1.37227 0.33023 0.72
H 2.25578 -1.61004 -0.02765 0.07
H 1.21714 -2.32740 1.20412 0.08
H 2.56420 -1.28842 1.68393 0.08
H 1.11444 0.30142 2.97247 0.08
H -0.22599 -0.80190 2.65849 0.06
H -0.38471 0.90987 2.25963 0.07
H -2.48278 2.00444 -0.68913 -0.02
H -0.87914 2.67746 -1.27813 -0.02
H -1.20083 2.49949 0.50987 -0.03
H -1.58014 -1.20324 -2.37710 0.06
H -1.42335 0.56725 -2.30304 0.06
H -0.41889 -0.39136 -3.44370 0.08
H 1.46192 0.65421 0.57136 0.13
H 0.98323 0.02017 -1.65990 0.13

=====

(4)
68
Properties=species:S:1:pos:R:3:lowdin_charge:R:1 method="wB97M-V/def2-TZVPD" lumo_ev=-1.467 orbital_gap_ev=4.5 charge=-1 spin_multiplicity=1 e_homo_ev=-5.94
Li -7.03284 -7.70969 -17.52298 0.89
Li -2.91543 -6.29950 -14.12326 0.62
C -4.69272 -7.84854 -10.73228 -0.68
F -5.47161 -6.98881 -10.14341 0.17
F -3.41016 -7.53649 -10.54063 0.13
F -4.92051 -9.00501 -10.27616 0.24
S -5.06503 -7.79568 -12.72312 0.75
O -4.01683 -8.73239 -13.14480 -0.31
O -6.45735 -8.32176 -12.75215 -0.32
N -4.69232 -6.20523 -13.30950 -0.40
S -6.10800 -5.76586 -13.97302 0.67
O -6.50476 -6.64951 -15.08531 -0.37
O -7.15141 -5.34199 -12.99712 -0.26
C -5.50027 -4.17189 -14.82219 -0.60
F -4.80678 -3.40975 -13.89603 0.12
F -4.80991 -4.48348 -15.90530 0.14
F -6.60002 -3.49261 -15.17737 0.13
C -0.33069 -7.38670 -12.04960 -0.50
F 0.89281 -7.36338 -11.47650 0.13
F -0.94995 -8.55760 -11.52859 0.05
F -1.09430 -6.28761 -11.79197 0.09
S -0.10509 -7.53312 -13.99725 0.73
O 1.34280 -7.51776 -14.09322 -0.29
O -0.76716 -8.77733 -14.40993 -0.31
N -1.02089 -6.05724 -14.50082 -0.39
S 0.06112 -5.34847 -15.38735 0.55
O 1.04429 -4.51667 -14.70149 -0.29
O 0.61535 -6.16007 -16.45925 -0.32
C -1.07719 -4.04409 -16.27430 -0.64
F -1.92329 -4.62264 -17.08825 0.13
F -1.73000 -3.37004 -15.30396 0.11
F -0.34186 -3.17375 -17.01168 0.12
C -9.43902 -6.76084 -2.54840 -0.68
F -9.91084 -5.48765 -2.79083 0.08
F -9.06730 -6.89048 -1.29175 0.15
F -10.39163 -7.58258 -2.91080 0.15
S -7.90107 -7.05722 -3.59671 0.72
O -7.05292 -5.87454 -3.29308 -0.35
O -7.31651 -8.33505 -3.12408 -0.34
N -8.58855 -6.99704 -5.28891 -0.29
S -7.44527 -7.84233 -6.02210 0.52
O -6.08171 -7.32967 -5.95597 -0.34
O -7.58936 -9.26208 -5.84351 -0.34
C -7.89982 -7.49119 -7.94542 -0.62
F -7.17919 -8.34013 -8.64207 0.13
F -9.23921 -7.60089 -8.14059 0.10
F -7.43319 -6.25262 -8.14125 0.11
O -0.73955 -6.56166 -8.90563 -0.05
H 0.09029 -6.79288 -8.48833 0.03
H -1.35575 -7.22709 -8.59947 -0.03
O -7.33378 -10.84835 -11.70263 -0.05
H -8.24423 -10.71019 -11.44144 0.03
H -6.95655 -9.96912 -11.73229 -0.03
O -2.23470 -8.73141 -8.47482 -0.03
H -2.86323 -9.22085 -7.94414 0.07
H -2.25135 -9.16550 -9.32776 0.04
O -3.84296 -4.93488 -11.25059 -0.05
H -3.97474 -5.35836 -12.09884 -0.08
H -4.71511 -4.90946 -10.85698 0.04
O -8.52272 -1.31919 -14.07194 -0.05
H -8.75276 -1.43603 -14.99371 0.02
H -7.65537 -0.91471 -14.09046 0.03
O -5.34124 -8.64231 -16.54322 -0.11
H -4.55449 -8.29817 -16.12032 -0.01
H -5.25894 -9.59283 -16.46601 0.07
O -3.28170 -7.11055 -16.13302 -0.07
H -3.86949 -6.52013 -16.60434 0.04
H -2.61666 -7.35217 -16.77768 0.09

=====

(5)
25
Properties=species:S:1:pos:R:3:lowdin_charge:R:1 method="wB97M-V/def2-TZVPD" relative_energy_kcal_mol=105.6 lumo_ev="-6.410 / -6.410" orbital_gap_ev="6.3 / 6.3" charge=+1 spin_multiplicity=1 e_homo_ev="-12.73 / -12.73"
C -3.60191 -0.42654 1.34394 0.38
C 1.02328 -1.38470 -0.07660 -0.15
C -0.47087 -1.20369 -0.41388 -0.15
C 2.17040 -0.59866 -0.77632 -0.20
C -0.76742 0.20707 -0.09916 -0.11
C 2.68061 1.58407 0.28926 -0.26
N 2.11083 0.86154 -0.76660 -0.08
N -2.22662 0.51929 -0.16577 -0.08
F 1.64249 2.17542 1.02626 -0.11
F -2.38574 1.86089 -0.00394 0.09
F -2.71640 0.22926 -1.42429 0.08
H -4.25469 -0.82880 0.69399 0.02
H -2.99532 -1.14413 1.75429 0.04
H -4.11825 0.47839 1.82550 0.13
H 1.25725 -2.42958 -0.11537 0.11
H 1.19924 -1.11264 0.97317 0.12
H -0.71794 -1.39292 -1.37620 0.09
H -0.98201 -1.97721 0.08333 0.11
H 2.15811 -0.82913 -1.95156 0.16
H 3.13003 -0.92629 -0.38178 0.11
H -0.34838 0.85613 -0.76219 0.10
H -0.47128 0.48117 0.88989 0.14
H 3.15474 2.56534 0.02243 0.14
H 3.26011 1.08211 1.13717 0.15
H 2.26974 1.35360 -1.72559 0.18

=====

(6)
23
Properties=species:S:1:pos:R:3:lowdin_charge:R:1 method="wB97M-V/def2-TZVPD" relative_energy_kcal_mol=0.0 lumo_ev=-3.562 smiles=CC[C@H](I)[NH2+]CCCI orbital_gap_ev=9.0 charge=+1 spin_multiplicity=1 e_homo_ev=-12.54
C 1.81626 -1.02644 1.58338 -0.08
C 0.45745 -0.60689 2.15506 -0.28
C -0.23906 0.53371 1.41084 -0.73
I -1.44846 1.76226 2.66205 0.98
N -1.16528 0.03346 0.31966 -0.01
C -0.53384 -0.72938 -0.84232 -0.11
C -0.76024 -0.00292 -2.15632 -0.28
C -0.09662 1.37838 -2.21095 -0.69
I 1.00994 1.71669 -3.99806 0.85
H 2.44855 -1.41381 2.38114 0.09
H 1.74462 -1.80954 0.82813 0.07
H 2.35345 -0.18167 1.14480 0.09
H 0.58480 -0.28088 3.18716 0.09
H -0.22811 -1.45991 2.21597 0.12
H 0.46786 1.20098 0.92178 0.08
H -1.67286 0.83845 -0.05453 0.13
H -1.87524 -0.54352 0.77525 0.16
H -0.98237 -1.72174 -0.85098 0.14
H 0.52317 -0.82488 -0.61054 0.11
H -1.83493 0.08275 -2.34847 0.12
H -0.38262 -0.65685 -2.94443 0.10
H -0.81729 2.19218 -2.15774 0.04
H 0.63082 1.51957 -1.41088 0.02

=====

(7)
25
Properties=species:S:1:pos:R:3:lowdin_charge:R:1 method="wB97M-V/def2-TZVPD" relative_energy_kcal_mol=86.6 lumo_ev=3.234 orbital_gap_ev=8.0 charge=-1 spin_multiplicity=1 e_homo_ev=-4.81
I -1.37454 -0.23448 -1.39701 0.52
C 0.74267 -1.32579 1.29387 -0.07
C -0.57181 -1.62420 1.98031 -0.54
O -0.55153 -1.97955 3.16267 -0.01
N -1.69975 -1.27889 1.31860 -0.09
C -3.01775 -1.87323 1.60867 -0.08
H 0.54174 -0.90160 0.31011 -0.05
H 1.52766 -2.06636 1.14080 0.10
H 1.22619 -0.61418 1.96314 0.08
H -1.57839 -0.88352 0.39715 -0.29
H -3.00339 -2.72604 2.28735 0.07
H -3.39415 -2.22869 0.64946 0.06
H -3.63075 -1.05599 1.98874 0.07
C 1.39542 1.01296 0.44088 -0.07
C 1.67323 1.76692 -0.85823 -0.60
O 2.54947 2.60740 -0.84855 0.01
N 0.84921 1.53294 -1.85629 -0.09
C 1.04462 2.06287 -3.22043 -0.08
H 1.26832 -0.03061 0.15293 -0.02
H 0.46001 1.28471 0.93003 0.10
H 2.24775 1.04827 1.11939 0.09
H 0.01047 0.98583 -1.72483 -0.31
H 0.97103 3.14624 -3.31529 0.07
H 0.30917 1.57132 -3.85727 0.06
H 2.00499 1.80368 -3.66608 0.07

=====

(8)
22
Properties=species:S:1:pos:R:3:lowdin_charge:R:1 method="wB97M-V/def2-TZVPD" relative_energy_kcal_mol=61.5 lumo_ev=0.894 smiles="[H]/N=C(/C)CC.[H]/N=C/C" orbital_gap_ev=10.1 charge=0 spin_multiplicity=1 e_homo_ev=-9.16
H -0.60788 0.32863 -2.42314 0.04
N 0.09657 0.96436 -2.04044 0.10
C 0.40479 0.70059 -0.82618 -0.42
C 1.40405 1.54926 -0.08623 -0.07
C 0.48066 -1.02071 -0.39214 -0.16
C 1.93112 -1.41010 -0.16918 -0.14
H 1.31316 1.38761 0.98768 0.07
H 2.41779 1.29647 -0.40076 0.08
H 1.24816 2.60349 -0.33034 0.08
H -0.08816 -1.41419 0.45282 0.07
H 0.07686 -1.51309 -1.28014 0.09
H 2.29763 -1.02906 0.78953 0.07
H 2.02568 -2.50049 -0.12245 0.08
H 2.58260 -1.02880 -0.95990 0.08
H -2.69623 -0.19368 -1.37454 0.04
N -2.63926 -0.50818 -0.40368 0.10
C -1.89860 0.22414 0.32903 -0.37
C -1.78689 0.12504 1.81684 -0.08
H -1.27807 1.12948 -0.11266 0.11
H -1.95004 -0.90877 2.12810 0.08
H -2.53767 0.76690 2.28278 0.08
H -0.79627 0.45109 2.13502 0.06

=====

(9)
22
Properties=species:S:1:pos:R:3:lowdin_charge:R:1 method="wB97M-V/def2-TZVPD" relative_energy_kcal_mol=166.1 lumo_ev=-3.392 orbital_gap_ev=2.9 charge=0 spin_multiplicity=1 e_homo_ev=-6.27
N -3.35516 -0.54575 -0.57836 0.06
C -2.82144 -0.14842 0.66844 -0.39
C -1.58813 0.70369 0.41695 -0.22
C -0.59846 -0.20227 -0.28593 -0.25
C 0.61018 0.46628 -0.89292 -0.16
C 1.62414 0.87206 0.25267 -0.27
N 2.26195 -0.22898 0.83737 0.00
C 3.20422 -0.84886 -0.01609 -0.17
H -4.03886 -1.28466 -0.41070 0.02
H -2.52577 -1.02101 1.26989 0.12
H -3.56840 0.35999 1.31485 0.13
H -1.18512 1.12913 1.33400 0.11
H -1.88531 1.49123 -0.27956 0.11
H -1.20021 -0.73081 -1.05646 0.11
H -0.21691 -0.95646 0.40745 0.11
H 0.31916 1.31286 -1.51821 0.12
H 1.07052 1.41239 1.03169 0.10
H 2.35889 1.57686 -0.17535 0.12
H 1.13726 -0.23648 -1.54296 0.09
H 3.87757 -0.14414 -0.52975 0.09
H 2.70548 -1.42617 -0.80196 0.09
H 3.81437 -1.55048 0.55494 0.08

=====

Sequential total energy output: -32976.075, -70021.148, -20458.480, -164155.307, -17567.235, -24133.690, -21625.571, -9426.819, -9422.283 eV
Sequential M output: 171.1, 283.9, 135.6, 980.4, 171.2, 354.0, 273.1, 114.2, 114.2 g mol⁻¹